{"formula": "C3H3Cl2N", "method": "ωB97M-V/def2-TZVPD", "species": ["N", "C", "C", "Cl", "H", "C", "H", "H", "Cl"], "positions_angstrom": [[-1.877, -2.561, -0.374], [-1.374, -1.546, -0.233], [1.109, 0.274, 0.077], [-0.932, 1.435, -1.325], [1.732, 1.171, 0.011], [-0.327, 0.651, 0.083], [1.332, -0.358, -0.782], [1.355, -0.257, 0.993], [-1.019, 1.190, 1.550]], "e_above_lowest_ev": 3.261, "lumo_ha": -0.0747, "homo_lumo_gap_ev": 8.33}

***

{"formula": "C3H3Cl2N2", "method": "ωB97M-V/def2-TZVPD", "species": ["H", "Cl", "H", "C", "Cl", "C", "H", "C", "N", "N"], "positions_angstrom": [[-1.671, -2.233, -1.040], [3.590, -0.315, 0.085], [1.137, 1.854, 0.417], [-1.182, -0.465, -0.268], [-2.730, -0.297, 0.727], [2.115, 0.235, 0.295], [-0.856, 1.261, 0.622], [0.954, 0.796, 0.093], [-0.361, 0.638, 0.031], [-0.996, -1.473, -0.962]], "e_above_lowest_ev": 0.000, "lumo_ha": [-0.1700, -0.3062], "multiplicity": 3, "homo_lumo_gap_ev": [9.08, 6.78], "total_charge": 1}

***

{"formula": "C3H3Cl2N2O2", "method": "ωB97M-V/def2-TZVPD", "species": ["C", "N", "H", "C", "Cl", "O", "H", "O", "C", "H", "Cl", "N"], "positions_angstrom": [[2.476, -0.703, -1.465], [2.442, -0.434, -0.286], [-1.296, -2.596, -0.742], [0.322, 1.326, -0.533], [-1.190, 1.978, -0.692], [2.361, 0.113, 1.930], [0.807, 1.173, -1.522], [2.517, -1.070, -2.555], [2.013, 0.240, 0.811], [0.410, 1.279, 1.502], [-0.689, -1.544, -0.296], [0.860, 1.136, 0.625]], "e_above_lowest_ev": 0.000, "lumo_ha": -0.2333, "homo_lumo_gap_ev": 9.63, "total_charge": 1}